Entry 1:
An isolated molecule of C21H25N3O3S. Source: OMol25; level of theory: the ωB97M-V functional and the def2-TZVPD basis.

Structure (ORCA input):
```
! RIJCOSX wB97M-V def2-TZVPD def2/J DEFGRID3
* xyz 0 1
C -2.37 1.25 4.24
O -1.52 0.13 4.13
C -1.48 -0.54 2.95
C -2.22 -0.21 1.81
C -2.09 -0.98 0.67
C -1.24 -2.07 0.64
C -0.51 -2.42 1.77
C 0.42 -3.60 1.77
C 1.89 -3.15 1.66
C 2.13 -2.42 0.40
N 2.69 -1.27 0.26
N 2.72 -1.00 -1.07
C 2.16 -2.00 -1.67
C 1.94 -2.18 -3.12
C 2.23 -0.90 -3.92
C 1.19 0.16 -3.57
O 0.10 0.20 -4.09
N 1.61 1.05 -2.64
C 0.71 1.99 -2.02
C 1.47 3.26 -1.65
C 0.07 1.33 -0.78
C -0.98 2.19 -0.17
C -2.25 2.42 -0.63
C -2.98 3.32 0.18
C -2.26 3.77 1.24
S -0.67 3.10 1.27
O 1.77 -2.95 -0.79
C -0.63 -1.64 2.91
H -2.25 1.62 5.26
H -3.42 0.98 4.08
H -2.09 2.04 3.53
H -2.89 0.63 1.81
H -2.66 -0.72 -0.20
H -1.16 -2.67 -0.25
H 0.18 -4.26 0.93
H 0.30 -4.16 2.70
H 2.15 -2.49 2.49
H 2.54 -4.03 1.69
H 0.90 -2.49 -3.28
H 2.58 -2.99 -3.47
H 3.23 -0.55 -3.70
H 2.14 -1.13 -4.98
H 2.43 0.80 -2.10
H -0.07 2.21 -2.75
H 2.24 3.03 -0.91
H 0.79 4.00 -1.24
H 1.95 3.68 -2.53
H 0.84 1.11 -0.04
H -0.38 0.39 -1.09
H -2.64 1.96 -1.52
H -3.99 3.61 -0.02
H -2.56 4.45 2.01
H -0.08 -1.88 3.81
*
```

Properties
LUMO energy: 0.7 eV
Relative energy (zero: lowest compared OMol25 entry of this formula, charge and spin): 46.30 kcal per mole
Orbital gap: 9.1 eV
HOMO energy: -8.44 eV
Structure (SMILES): COc1cccc(CCc2nnc(CCC(=O)N[C@H](C)Cc3cccs3)o2)c1

Entry 2:
A structure of composition C4H6CoLiO2. Source: OMol25; level of theory: the ωB97M-V functional and the def2-TZVPD basis.

Structure (ORCA input):
```
! RIJCOSX wB97M-V def2-TZVPD def2/J DEFGRID3
* xyz 3 6
O -1.36 -0.73 1.78
C -0.88 -0.46 0.63
C 0.44 -0.09 0.39
Co -3.17 -1.41 1.92
Li -0.40 -0.27 3.40
H -1.54 -0.61 -0.24
H 1.22 -0.28 1.14
C 0.95 0.06 -0.97
C 0.34 1.37 -1.05
O 1.60 -0.90 -1.59
H 0.61 0.81 -2.25
H 0.45 2.07 -0.21
H 0.21 2.24 -1.71
H 1.53 -1.81 -1.26
*
```

Properties
<S²>: 8.767
LUMO energy (spin up / spin down): -13.5 / -16.0 eV
Orbital gap (spin up / spin down): 6.0 / 7.3 eV
HOMO energy (spin up / spin down): -19.48 / -23.30 eV

Entry 3:
A structure of composition C18H14AuPS4. Source: OMol25; level of theory: the ωB97M-V functional and the def2-TZVPD basis.

Structure (ORCA input):
```
! RIJCOSX wB97M-V def2-TZVPD def2/J DEFGRID3
* xyz 0 1
Au -1.10 -1.70 1.61
C -2.39 3.88 -0.42
C -1.07 3.76 -0.83
C -0.39 2.57 -0.63
C -1.03 1.50 -0.02
C -2.35 1.62 0.40
C -3.03 2.81 0.19
P -0.19 -0.08 0.21
C 1.56 0.27 0.39
C 2.00 0.81 1.60
C 3.34 1.10 1.78
C 4.25 0.83 0.76
C 3.82 0.28 -0.43
C 2.48 -0.01 -0.62
C -0.52 -1.26 -1.10
C -0.38 -1.30 -2.48
C -0.76 -2.46 -3.13
C -1.27 -3.54 -2.41
C -1.41 -3.49 -1.03
C -1.04 -2.33 -0.36
H -2.92 4.81 -0.57
H -0.57 4.60 -1.30
H 0.65 2.48 -0.93
H -2.85 0.79 0.89
H -4.06 2.91 0.52
H 1.29 0.99 2.40
H 3.68 1.51 2.72
H 5.30 1.05 0.91
H 4.54 0.06 -1.22
H 2.15 -0.46 -1.55
H 0.00 -0.45 -3.03
H -0.67 -2.53 -4.21
H -1.55 -4.44 -2.94
H -1.81 -4.34 -0.49
S -2.08 -3.54 2.73
S -0.62 -3.96 4.07
S 0.11 -2.05 4.70
S -1.10 -0.70 3.79
*
```

Properties
LUMO energy (spin up / spin down): -0.5 / -0.5 eV
Orbital gap (spin up / spin down): 6.5 / 6.5 eV
HOMO energy (spin up / spin down): -6.94 / -6.94 eV

How do the records compare in strongest force on any atom? In the order shown, they have 0.02626, 0.09032, 0.00167 hartree/bohr.
How do the records compare in energy? In the order shown, they have -43631.2914, -46129.1174, -75215.7527 eV.
How do the records compare in M? In the order shown, they have 399.516, 151.964, 586.519 g/mol.